ORCA calculation (ωB97M-V/def2-TZVPD) on C7H11N in the gas phase.

Each line ends with the Löwdin charge.
Positions of all 19 atoms, in Å:
C1 1.03087 -1.72058 1.22649  -0.1070
C2 1.08270 -0.26199 1.67126  -0.2560
C3 -0.12337 0.60646 1.24395  -0.1694
C4 -0.41483 0.61355 -0.22387  -0.2662
C5 0.25226 1.18817 -1.26960  -0.0843
N1 -0.45173 0.94897 -2.41594  -0.0008
C6 -1.59082 0.25787 -2.13487  -0.1281
C7 -1.58277 0.02008 -0.78874  -0.0648
H1 0.55292 -2.40916 1.93204  0.0724
H2 1.99326 -2.09379 0.88883  0.0633
H3 0.47914 -1.75783 0.28588  0.0598
H4 1.15765 -0.14447 2.75721  0.0993
H5 1.99938 0.16169 1.25796  0.0979
H6 -0.97776 0.34141 1.86747  0.1128
H7 0.18343 1.61116 1.51889  0.1043
H8 1.20229 1.68028 -1.31442  0.1137
H9 -0.13627 1.26999 -3.31572  0.1450
H10 -2.24080 0.06038 -2.96756  0.1054
H11 -2.41555 -0.37220 -0.21928  0.1029

Calculated values
LUMO energy: 1.004 eV
SMILES string: CCCc1cc[nH]c1
HOMO level: -8.18 eV
orbital gap: 9.19 eV
maximum force: 1.3 eV/A

ORCA calculation (ωB97M-V/def2-TZVPD) on an isolated ion of composition C7H11N2 and charge +1.

Each line ends with the Löwdin charge.
Positions of all 20 atoms, in Å:
C1 -3.16040 0.11515 -0.62655  -0.0140
C2 -2.45184 1.27719 -0.05030  0.0166
C3 -2.42137 -1.00245 -0.38398  -0.0144
C4 -1.24780 0.78796 0.43720  -0.0680
C5 1.12389 -0.90261 0.81612  -0.1036
C6 1.77931 0.00725 -0.31063  -0.2425
C7 -0.09671 -1.41201 0.37789  0.0361
N1 -1.17235 -0.64831 0.27881  -0.0070
N2 1.33493 1.33207 -0.27047  0.0233
H1 -4.17109 0.16079 -0.99558  0.1189
H2 -2.82193 2.33044 -0.26914  0.1505
H3 -2.46686 -1.92323 -0.93728  0.1271
H4 -0.70966 1.30612 1.21616  0.1302
H5 1.80525 -1.81094 0.84818  0.1582
H6 1.07660 -0.19357 1.64388  0.1497
H7 2.88705 -0.03158 -0.12697  0.1468
H8 1.68837 -0.39036 -1.31686  0.1197
H9 -0.35855 -2.42820 0.26107  0.1545
H10 2.03947 1.97568 -0.48624  0.0856
H11 0.48181 1.46663 -0.69706  0.0326

Calculated values
LUMO energy: -5.636 eV
SMILES string: NCCC=[N+]1C=CC=C1
HOMO level: -13.21 eV
orbital gap: 7.57 eV
maximum force: 4.5 eV/A
charge: +1

ORCA calculation (ωB97M-V/def2-TZVPD) on an isolated ion of composition C7H11N2 and charge +1.

Each line ends with the Löwdin charge.
Positions of all 20 atoms, in Å:
C1 -1.12649 1.23862 -1.32450  0.0135
C2 -1.91383 0.58619 -0.38405  0.0006
C3 0.20879 -0.10909 -0.21612  -0.1485
C4 1.25821 -0.45087 0.84357  -0.0410
C5 0.43589 -1.25094 1.90738  -0.1172
C6 -1.06912 -0.95526 1.60499  -0.0682
C7 1.27689 0.92319 -2.17856  -0.0041
N1 0.20593 0.79382 -1.20380  -0.0431
N2 -1.08146 -0.27711 0.26775  -0.0219
H1 -1.57097 1.88537 -2.12001  0.1522
H2 -2.91198 0.76280 0.02578  0.1468
H3 2.15069 -1.03917 0.81095  0.1169
H4 1.50445 0.50690 1.27616  0.1273
H5 0.56531 -2.38014 1.77953  0.1430
H6 0.64436 -0.97298 2.93844  0.1166
H7 -1.68984 -1.83651 1.37835  0.1320
H8 -1.65121 -0.22120 2.24071  0.1500
H9 1.89202 -0.01726 -2.29713  0.1224
H10 0.87379 1.03093 -3.21067  0.1075
H11 1.99855 1.78269 -2.13877  0.1149

Calculated values
LUMO energy: -3.305 eV
SMILES string: Cn1cc[n+]2c1CCC2
HOMO level: -13.66 eV
orbital gap: 10.36 eV
maximum force: 4.2 eV/A
charge: +1

ORCA calculation (ωB97M-V/def2-TZVPD) on a 2-piece molecular cluster, C7H11N2O2 overall.

Each line ends with the Löwdin charge.
Positions of all 22 atoms, in Å:
C1 -0.56568 0.33768 2.60660  -0.1790
C2 0.70239 -0.37991 2.16888  -0.1406
C3 -1.50837 0.94978 1.33217  -0.6950
O1 -0.95354 1.88277 0.69800  -0.1273
O2 -2.72914 0.74465 1.31640  -0.0715
H1 -1.29997 -0.23485 3.14917  0.0652
H2 -0.39122 1.22867 3.23859  0.0861
H3 0.40250 -1.21368 1.46338  0.0808
H4 1.22531 -0.89725 2.96415  0.0387
H5 1.40540 0.32094 1.69849  0.0631
C4 -0.33283 -1.99882 -2.05050  -0.0732
C5 -0.36844 0.53312 -1.66762  -0.0982
C6 0.22895 -0.66118 -2.05728  -0.3876
C7 1.77172 0.87179 -1.79596  -0.2058
N1 0.56512 1.50288 -1.52053  0.0525
N2 1.58699 -0.41553 -2.11157  0.0597
H6 -1.30593 0.75462 -1.12982  0.1110
H7 0.41123 2.26174 -0.87365  0.1180
H8 0.49049 -2.65781 -1.90078  0.0583
H9 -0.99134 -2.17940 -2.92635  0.0762
H10 2.68726 1.23511 -1.42244  0.0803
H11 -1.03089 -1.98531 -1.17933  0.0883

Calculated values
LUMO energy: 3.872 eV
HOMO level: -4.50 eV
orbital gap: 8.37 eV
maximum force: 3.7 eV/A
charge: -1

Q: Which value of LUMO energy does entry 4 give?
A: 3.872 eV